[1]
8
Properties=species:S:1:pos:R:3 method="wB97M-V/def2-TZVPD" multiplicity=3 fmax_ha_per_bohr=0.0348 s2=2.008 e_above_lowest_kcal_mol=7.8 orbital_gap_ev="7.249 / 5.939" lumo_energy_ev="0.3 / -3.8"
P 1.54 -0.59 -0.37
P 0.20 0.87 0.62
P -1.54 0.39 -0.63
Cl -3.00 1.03 0.59
Cl -1.89 -2.06 -0.36
H 2.71 0.24 0.09
H 1.58 -1.63 0.58
H 0.39 1.76 -0.52

=====

[2]
10
Properties=species:S:1:pos:R:3 method="wB97M-V/def2-TZVPD" fmax_ha_per_bohr=0.0535 e_above_lowest_kcal_mol=61.8 orbital_gap_ev=7.493 lumo_energy_ev=-0.8
N 0.59 0.00 -0.12
N -1.96 1.27 -0.28
Si -0.37 1.70 0.06
Si -0.07 -1.53 0.05
Cl 2.26 0.28 -0.25
Cl -2.30 -0.45 -0.24
H 0.05 2.03 1.48
H 0.34 2.62 -0.81
H -0.49 -2.25 -1.05
H -0.03 -2.40 1.29

=====

[3]
9
Properties=species:S:1:pos:R:3 method="wB97M-V/def2-TZVPD" fmax_ha_per_bohr=0.0454 e_above_lowest_kcal_mol=56.5 orbital_gap_ev=9.741 lumo_energy_ev=0.0
O -3.49 0.69 0.32
Si 2.37 -0.54 -0.76
Si -2.04 1.39 0.83
Cl 0.78 0.14 -1.84
Cl -1.63 0.08 2.34
H -4.12 0.11 0.72
H 3.21 -1.36 -1.51
H 2.88 0.78 -0.50
H 2.03 -1.29 0.39

=====

[4]
10
Properties=species:S:1:pos:R:3 method="wB97M-V/def2-TZVPD" fmax_ha_per_bohr=0.0631 e_above_lowest_kcal_mol=129.5 orbital_gap_ev="7.823 / 5.657" lumo_energy_ev="-0.9 / -1.4"
N 1.18 0.06 0.51
Si 0.36 -1.24 1.18
Si -1.00 1.43 -1.52
Cl -2.25 2.24 -0.24
Cl -1.45 0.02 -2.86
H 1.96 0.62 0.82
H 1.37 -2.03 1.85
H -0.51 -1.04 2.26
H 0.00 -1.88 -0.10
H 0.34 1.82 -1.89

=====

[5]
14
Properties=species:S:1:pos:R:3 method="wB97M-V/def2-TZVPD" fmax_ha_per_bohr=0.0470 e_above_lowest_kcal_mol=24.9 orbital_gap_ev=7.254 lumo_energy_ev=-1.1
Si 1.81 -0.48 0.95
Si 0.80 1.58 0.72
Si -2.74 -1.16 -1.03
Si -1.62 0.81 -1.36
Cl -2.79 -1.43 0.99
Cl -0.72 0.75 -3.21
H 0.90 -1.53 0.49
H 2.19 -0.79 2.33
H 3.05 -0.57 0.16
H 1.53 2.66 0.04
H 0.16 2.20 1.88
H -4.15 -1.28 -1.45
H -2.11 -2.37 -1.57
H -2.55 1.94 -1.48

=====

[6]
7
Properties=species:S:1:pos:R:3 method="wB97M-V/def2-TZVPD" fmax_ha_per_bohr=0.0645 e_above_lowest_kcal_mol=43.6 orbital_gap_ev=8.982 lumo_energy_ev=-1.4
N 0.28 0.78 0.77
O 0.04 -1.54 1.02
O 1.51 -0.85 -0.86
S 0.50 -0.61 0.08
Cl 0.96 2.04 -0.19
Cl -1.74 -0.35 -1.00
H -1.54 0.53 0.18

=====

[7]
6
Properties=species:S:1:pos:R:3 method="wB97M-V/def2-TZVPD" fmax_ha_per_bohr=0.0527 e_above_lowest_kcal_mol=40.7 orbital_gap_ev="8.678 / 8.160" lumo_energy_ev="-1.7 / -1.2"
N -2.26 0.09 -0.52
O 1.61 1.35 1.14
S 1.49 -0.13 1.38
Cl 2.30 -1.38 -0.03
Cl -0.76 -0.64 -0.65
H -2.38 0.70 -1.32

=====

[8]
6
Properties=species:S:1:pos:R:3 method="wB97M-V/def2-TZVPD" fmax_ha_per_bohr=0.0810 e_above_lowest_kcal_mol=8.0 orbital_gap_ev=8.633 smiles="N=S(=O)(Cl)Cl" lumo_energy_ev=-2.2
N 0.64 -1.07 0.70
S -0.30 -0.13 -0.21
O -1.54 -0.69 -0.56
Cl -0.75 1.51 0.99
Cl 0.61 0.77 -1.96
H 1.34 -0.39 1.03

=====

[9]
6
Properties=species:S:1:pos:R:3 method="wB97M-V/def2-TZVPD" multiplicity=3 fmax_ha_per_bohr=0.1168 s2=2.016 e_above_lowest_kcal_mol=43.0 orbital_gap_ev="7.961 / 6.587" lumo_energy_ev="0.4 / -4.9"
N -0.21 -0.01 0.68
O -2.40 0.01 1.78
S -1.70 0.00 0.52
Cl -2.35 1.65 -0.56
Cl -2.37 -1.66 -0.58
H 0.37 0.24 -0.02

=====

[10]
5
Properties=species:S:1:pos:R:3 method="wB97M-V/def2-TZVPD" fmax_ha_per_bohr=0.1403 e_above_lowest_kcal_mol=93.9 orbital_gap_ev="5.252 / 5.256" lumo_energy_ev="-3.5 / -3.5"
N -1.62 0.05 0.75
S 1.93 -0.17 -1.38
Cl 2.23 1.20 -0.04
Cl -0.91 -0.43 -0.71
H -1.63 -0.64 1.38

=====

[11]
16
Properties=species:S:1:pos:R:3 method="wB97M-V/def2-TZVPD" fmax_ha_per_bohr=0.0761 orbital_gap_ev=2.805 lumo_energy_ev=-6.0
O -4.32 0.35 4.22
V -2.92 0.96 4.18
O -2.46 1.69 2.85
O -0.33 2.18 -2.28
V 0.83 1.30 -1.58
O 1.71 2.28 -0.71
Cl -1.34 0.33 0.32
O -2.06 1.45 -0.19
O -2.09 -0.64 1.08
O -0.65 -0.39 -0.76
O -0.17 0.84 1.04
Cl 2.77 -2.08 -1.61
O 2.46 -2.86 -0.44
O 2.05 -0.81 -1.52
O 4.16 -1.78 -1.84
O 2.35 -2.82 -2.76

=====

[12]
6
Properties=species:S:1:pos:R:3 method="wB97M-V/def2-TZVPD" fmax_ha_per_bohr=0.0431 e_above_lowest_kcal_mol=15.1 orbital_gap_ev="6.583 / 8.902" lumo_energy_ev="-2.1 / -1.0"
O 2.27 -1.08 -0.79
O -0.91 -0.89 0.43
S 1.73 -0.33 0.31
S -2.08 -0.17 0.98
Cl 1.76 1.54 -0.22
Cl -2.77 0.93 -0.71